(1)
Molecular formula: C34H56N3OP2Sn
Method: DFT, the ωB97M-V functional and the def2-TZVPD basis

XYZ file:
```
97
Properties=species:S:1:pos:R:3
C -0.746 -2.255 -1.329
C 1.489 -2.045 -0.582
C -0.444 -3.436 -1.998
C 1.773 -3.342 -1.097
C 0.815 -4.020 -1.822
H -1.220 -3.898 -2.602
H 2.777 -3.735 -0.942
H 1.032 -4.986 -2.272
N 0.183 -1.599 -0.616
P -2.643 -0.742 0.108
P 2.515 0.487 0.374
C -2.136 -1.644 -1.424
H -2.168 -0.960 -2.286
H -2.873 -2.432 -1.643
C -0.305 2.766 2.092
O -0.175 3.856 2.406
C 2.507 -1.205 -0.093
H 3.466 -1.724 0.040
C 3.394 1.226 -1.203
C 3.677 0.667 1.940
C -3.822 0.678 -0.372
C -3.368 -2.150 1.147
C 2.978 2.699 -1.268
H 3.261 3.254 -0.363
H 3.472 3.176 -2.129
H 1.893 2.789 -1.403
C 4.915 1.072 -1.147
H 5.385 1.633 -0.331
H 5.209 0.016 -1.088
H 5.331 1.465 -2.088
C 2.924 0.482 -2.460
H 3.342 0.977 -3.350
H 3.259 -0.563 -2.462
H 1.833 0.492 -2.552
C 4.043 2.154 2.097
H 3.142 2.782 2.156
H 4.600 2.278 3.039
H 4.680 2.535 1.290
C 2.924 0.224 3.199
H 2.011 0.805 3.371
H 2.655 -0.837 3.168
H 3.582 0.375 4.070
C 4.928 -0.211 1.836
H 5.557 0.012 0.971
H 5.542 -0.032 2.732
H 4.673 -1.278 1.818
C -3.685 -1.599 2.546
H -4.141 -2.406 3.139
H -2.772 -1.271 3.062
H -4.389 -0.757 2.525
C -2.321 -3.266 1.279
H -2.125 -3.771 0.325
H -1.377 -2.884 1.681
H -2.706 -4.023 1.980
C -4.625 -2.744 0.487
H -4.852 -3.697 0.987
H -5.504 -2.102 0.604
H -4.485 -2.963 -0.580
C -3.738 0.916 -1.885
H -4.100 0.055 -2.464
H -4.375 1.776 -2.144
H -2.712 1.154 -2.192
C -3.357 1.955 0.358
H -2.349 2.257 0.042
H -4.050 2.771 0.101
H -3.363 1.831 1.451
C -5.274 0.378 0.014
H -5.683 -0.469 -0.552
H -5.397 0.200 1.091
H -5.882 1.260 -0.240
Sn -0.222 0.196 0.630
N -0.332 1.229 -1.445
C 0.016 1.707 -2.466
C -0.177 2.650 -3.664
C 0.884 2.352 -4.719
C -1.563 2.431 -4.276
C -0.053 4.097 -3.183
H 1.895 2.470 -4.309
H 0.772 1.326 -5.091
H 0.786 3.036 -5.574
H -2.354 2.710 -3.569
H -1.701 3.055 -5.170
H -1.691 1.382 -4.578
H -0.132 4.799 -4.026
H -0.863 4.339 -2.480
H 0.912 4.275 -2.692
C 0.180 -2.280 5.493
C -0.409 -1.042 5.231
C -0.492 -0.597 3.910
N -0.015 -1.315 2.869
C 0.601 -2.492 3.128
C 0.694 -3.014 4.421
H 0.242 -2.663 6.510
H -0.813 -0.403 6.012
H -0.950 0.373 3.676
H 1.017 -3.036 2.270
H 1.164 -3.987 4.545
```

Values from the calculation:
HOMO-LUMO gap, eV: 6.5
Charge: +1
Spin multiplicity: 1
E_HOMO, eV: -8.632

(2)
Molecular formula: C34H56NP2S4Tc
Method: DFT, the ωB97M-V functional and the def2-TZVPD basis

XYZ file:
```
98
Properties=species:S:1:pos:R:3
Tc -0.274 -0.227 -0.279
C 3.683 -0.086 -0.372
C 4.306 0.386 -1.684
S 3.302 1.621 -2.530
C 2.327 0.633 -3.695
C 0.953 1.250 -3.899
S -0.384 1.093 -2.632
C -1.398 -0.187 -3.408
C -0.727 -1.543 -3.455
S -0.433 -2.192 -1.774
C 1.203 -3.001 -1.968
C 2.266 -2.530 -0.983
S 2.037 -0.770 -0.700
H 3.546 0.738 0.323
H 4.262 -0.861 0.134
H 4.513 -0.450 -2.355
H 5.271 0.846 -1.466
H 2.253 -0.397 -3.355
H 2.830 0.630 -4.664
H 0.497 0.849 -4.806
H 1.041 2.326 -4.059
H -1.647 0.135 -4.421
H -2.339 -0.217 -2.857
H 0.226 -1.492 -3.981
H -1.359 -2.270 -3.966
H 1.518 -2.786 -2.988
H 1.056 -4.077 -1.887
H 3.257 -2.682 -1.415
H 2.243 -3.066 -0.039
C -0.701 4.077 2.489
C -0.523 2.555 2.405
C -1.733 1.878 3.045
P -0.222 2.042 0.664
C 1.221 2.982 0.042
C 1.032 4.386 -0.531
C 2.324 2.936 1.107
C -1.764 2.448 -0.211
C -2.187 3.672 -0.716
C -3.364 3.778 -1.456
C -3.811 5.098 -2.012
C -4.114 2.620 -1.697
C -3.745 1.395 -1.172
C -2.579 1.329 -0.415
N -2.106 0.114 0.194
C -2.919 -0.521 1.142
C -4.253 -0.175 1.385
C -4.957 -0.852 2.364
C -4.360 -1.838 3.148
C -5.122 -2.553 4.216
C -2.998 -2.121 2.938
C -2.283 -1.471 1.958
P -0.512 -1.674 1.653
C 0.406 -1.039 3.119
C -0.114 -1.450 4.496
C 1.908 -1.299 2.977
C -0.295 -3.499 1.456
C -1.497 -4.151 0.753
C -0.004 -4.286 2.740
H -0.888 4.347 3.529
H -1.567 4.408 1.913
H 0.170 4.636 2.159
H 0.385 2.275 2.949
H -2.653 2.143 2.521
H -1.832 2.240 4.069
H -1.662 0.793 3.092
H 1.550 2.353 -0.789
H 0.618 5.100 0.180
H 0.403 4.376 -1.422
H 2.010 4.763 -0.834
H 2.150 3.634 1.923
H 3.271 3.221 0.644
H 2.449 1.944 1.552
H -1.605 4.565 -0.538
H -3.346 5.932 -1.491
H -4.892 5.208 -1.943
H -3.539 5.163 -3.067
H -5.013 2.686 -2.297
H -4.342 0.512 -1.359
H -4.745 0.610 0.834
H -5.995 -0.600 2.539
H -6.178 -2.299 4.200
H -4.723 -2.294 5.200
H -5.019 -3.633 4.104
H -2.519 -2.854 3.572
H 0.251 0.037 3.016
H 0.062 -2.503 4.711
H -1.175 -1.238 4.619
H 0.417 -0.874 5.255
H 2.163 -2.351 3.113
H 2.438 -0.740 3.750
H 2.293 -0.975 2.010
H 0.583 -3.577 0.816
H -2.300 -4.317 1.470
H -1.193 -5.130 0.381
H -1.912 -3.588 -0.079
H 0.068 -5.342 2.475
H -0.814 -4.199 3.463
H 0.926 -4.009 3.233
```

Values from the calculation:
HOMO-LUMO gap (alpha / beta), eV: 6.0 / 5.8
Charge: +3
Spin multiplicity: 2
E_HOMO (alpha / beta), eV: -16.430 / -16.418

(3)
Molecular formula: C34H56O38S5
Method: DFT, the ωB97M-V functional and the def2-TZVPD basis

XYZ file:
```
133
Properties=species:S:1:pos:R:3
C 0.269 -4.830 3.971
C 0.663 -4.655 2.533
C 1.939 -5.403 2.046
O 1.565 -6.070 0.858
C 0.237 -5.891 0.667
O -0.236 -6.212 -0.377
O -0.349 -5.213 1.640
H 0.859 -4.243 4.683
H 0.272 -5.844 4.336
H -0.792 -4.450 4.009
H 0.700 -3.603 2.314
H 2.177 -6.135 2.836
H 2.717 -4.633 1.878
C -5.664 4.145 -0.497
C -4.753 3.271 -1.362
C -5.349 2.877 -2.659
O -4.316 2.885 -3.655
C -3.221 3.576 -3.146
O -2.280 3.906 -3.790
O -3.483 3.898 -1.850
H -5.087 4.590 0.340
H -6.381 3.364 -0.091
H -6.167 4.936 -1.041
H -4.373 2.460 -0.749
H -6.087 3.553 -3.087
H -5.733 1.823 -2.664
C -4.446 2.081 3.700
C -2.963 2.493 3.327
C -2.497 1.806 2.044
O -2.342 2.843 1.018
C -2.638 4.035 1.552
O -2.485 5.058 1.028
O -2.916 3.979 2.867
H -4.679 2.657 4.594
H -4.537 1.063 3.917
H -5.016 2.440 2.823
H -2.261 2.522 4.167
H -3.250 1.088 1.740
H -1.532 1.356 2.337
C -2.888 -3.423 -0.067
C -2.887 -2.114 -0.702
C -3.753 -2.081 -1.972
O -4.802 -1.184 -1.623
C -4.477 -0.529 -0.479
O -5.040 0.498 -0.074
O -3.399 -1.084 0.110
H -2.449 -3.369 0.933
H -2.316 -4.099 -0.681
H -3.912 -3.797 0.035
H -1.847 -1.819 -0.860
H -4.132 -3.042 -2.183
H -3.173 -1.765 -2.815
C 4.997 -1.824 0.266
C 6.030 -2.858 -0.056
C 6.256 -3.936 0.975
O 5.333 -4.923 0.670
C 4.958 -4.791 -0.608
O 4.363 -5.574 -1.257
O 5.511 -3.662 -1.165
H 4.691 -1.235 -0.560
H 5.300 -1.117 1.052
H 4.091 -2.311 0.730
H 7.012 -2.498 -0.468
H 6.220 -3.641 1.996
H 7.214 -4.396 0.698
C -2.527 1.251 -6.346
C -1.900 0.337 -5.282
C -0.553 0.854 -4.700
O -0.800 0.901 -3.272
C -2.078 0.622 -3.029
O -2.516 0.696 -1.875
O -2.732 0.254 -4.067
H -1.586 1.459 -6.943
H -2.783 2.240 -5.946
H -3.231 0.745 -7.010
H -1.793 -0.598 -5.824
H -0.350 1.843 -5.071
H 0.306 0.224 -4.841
C 0.392 5.066 3.616
C 1.780 5.005 4.309
O 2.027 3.611 4.611
S 0.776 2.670 4.152
O -0.039 2.553 5.336
O 1.226 1.506 3.447
O 0.030 3.695 3.211
H 0.387 5.659 2.753
H -0.455 5.467 4.190
H 1.769 5.582 5.225
H 2.456 5.330 3.593
C 0.635 4.089 -2.056
C -0.496 3.710 -1.010
O 0.287 3.576 0.195
S 1.852 3.840 0.026
O 2.602 2.730 0.602
O 2.204 5.187 0.367
O 1.932 3.713 -1.565
H 0.673 5.182 -2.144
H 0.313 3.592 -2.967
H -0.997 2.708 -1.207
H -1.298 4.441 -1.010
C 4.246 0.834 3.980
C 4.445 1.326 2.569
O 5.873 1.505 2.497
S 6.533 0.482 3.487
O 7.256 1.299 4.390
O 7.051 -0.665 2.727
O 5.255 -0.081 4.173
H 3.250 0.347 4.066
H 4.288 1.649 4.716
H 3.985 2.355 2.371
H 4.062 0.546 1.895
C 1.291 -4.685 -2.890
C 0.432 -5.482 -3.861
O -0.340 -4.507 -4.573
S 0.100 -3.049 -4.331
O -0.829 -2.362 -3.486
O 0.479 -2.425 -5.555
O 1.383 -3.481 -3.532
H 2.244 -5.074 -2.669
H 0.858 -4.603 -1.935
H -0.262 -6.165 -3.410
H 1.046 -5.922 -4.629
C 0.863 0.325 -0.917
C -0.094 0.365 0.207
O 0.215 -0.856 0.945
S 1.713 -1.319 0.726
O 1.763 -2.603 0.086
O 2.413 -1.062 1.951
O 2.075 -0.229 -0.377
H 1.042 1.414 -1.253
H 0.412 -0.160 -1.758
H -1.113 0.451 -0.174
H 0.085 1.143 0.944
```

Values from the calculation:
HOMO-LUMO gap, eV: 11.1
Spin multiplicity: 1
E_HOMO, eV: -10.775

(4)
Molecular formula: C34H57N4NiOP2
Method: DFT, the ωB97M-V functional and the def2-TZVPD basis

XYZ file:
```
99
Properties=species:S:1:pos:R:3
C 0.498 -2.928 1.156
C 0.950 -2.335 -1.078
C 0.727 -4.278 0.890
C 1.342 -3.674 -1.337
C 1.225 -4.650 -0.361
H 0.533 -5.004 1.680
H 1.642 -3.944 -2.348
H 1.451 -5.693 -0.577
N 0.768 -1.978 0.250
P 0.262 -0.786 2.955
P 0.391 0.130 -2.694
C -0.136 -2.524 2.496
H -1.233 -2.626 2.431
H 0.172 -3.257 3.255
C 0.688 -1.532 -2.231
H 1.067 -2.079 -3.116
C -0.640 -0.106 -4.376
C 1.959 1.203 -3.063
C -1.307 -0.029 3.752
C 1.681 -1.116 4.142
C -1.765 0.928 -4.180
H -1.435 1.958 -4.375
H -2.600 0.728 -4.864
H -2.162 0.885 -3.156
C 0.085 0.104 -5.716
H 0.566 1.081 -5.846
H 0.825 -0.685 -5.902
H -0.671 0.018 -6.516
C -1.190 -1.534 -4.390
H -2.084 -1.573 -5.028
H -0.464 -2.256 -4.787
H -1.485 -1.847 -3.387
C 1.501 2.520 -3.719
H 0.958 3.138 -2.987
H 2.386 3.091 -4.047
H 0.841 2.383 -4.583
C 2.727 1.607 -1.800
H 2.099 2.179 -1.111
H 3.137 0.750 -1.258
H 3.572 2.260 -2.087
C 2.893 0.338 -3.908
H 2.475 0.090 -4.888
H 3.845 0.873 -4.062
H 3.107 -0.602 -3.375
C 2.295 0.235 4.541
H 3.115 0.050 5.254
H 2.722 0.748 3.668
H 1.572 0.903 5.031
C 2.739 -1.969 3.416
H 2.379 -2.989 3.232
H 3.046 -1.524 2.463
H 3.631 -2.036 4.059
C 1.262 -1.899 5.402
H 2.178 -2.249 5.903
H 0.722 -1.282 6.127
H 0.662 -2.787 5.165
C -2.546 -0.820 3.307
H -2.641 -1.773 3.847
H -3.447 -0.223 3.524
H -2.543 -1.021 2.228
C -1.435 1.416 3.246
H -1.515 1.458 2.151
H -2.348 1.859 3.671
H -0.581 2.037 3.544
C -1.276 -0.006 5.284
H -1.266 -1.015 5.715
H -0.442 0.581 5.691
H -2.204 0.476 5.630
Ni 0.451 0.064 0.818
C 2.327 0.301 1.407
O 3.429 0.549 1.113
N -1.073 -0.202 -0.366
C -1.741 -0.715 -1.222
C -3.301 -0.978 -1.313
C -3.760 -1.800 -2.506
C -3.745 -1.734 -0.065
C -3.995 0.385 -1.362
H -3.650 -1.275 -3.463
H -3.264 -2.780 -2.539
H -4.836 -2.000 -2.387
H -3.849 -1.055 0.782
H -4.739 -2.163 -0.252
H -3.051 -2.545 0.203
H -5.012 0.268 -0.955
H -3.453 1.120 -0.747
H -4.073 0.781 -2.379
N 1.606 6.297 0.178
C 1.243 5.017 0.444
C 0.331 4.331 -0.392
C 0.032 3.000 -0.119
N 0.647 2.297 0.872
C 1.463 2.974 1.721
C 1.777 4.316 1.551
H 1.237 6.793 -0.625
H 2.242 6.807 0.782
H -0.138 4.841 -1.236
H -0.698 2.457 -0.727
H 1.861 2.433 2.585
H 2.449 4.817 2.251
```

Values from the calculation:
HOMO-LUMO gap (alpha / beta), eV: 7.2 / 5.1
Charge: +1
Spin multiplicity: 3
E_HOMO (alpha / beta), eV: -9.606 / -9.122

no.,total energy (hartree)
1,-2465.41318
2,-3739.31603
3,-6179.17204
4,-3814.70314